[1]
C18H12F5N5ORuSTe as an isolated structure at a distorted geometry, computed with wB97M-V/def2-TZVPD.

Geometry as XYZ:
```
44
Properties=species:S:1:pos:R:3:nbo_charge:R:1
H 3.7646 -0.4055 -4.3773 0.2189
F 1.7042 2.6815 -4.2291 -0.7449
Te 1.5154 2.8941 -2.2312 2.5515
H 3.8308 -0.2353 4.6973 0.2086
C 1.7186 -0.5271 4.9060 -0.2142
C 0.4821 -0.6403 2.8917 -0.0950
F -0.0533 3.9134 -2.7656 -0.7027
C 1.2712 -0.5664 0.7311 0.4439
C -4.1812 -1.1021 2.0763 -0.2400
C -5.2597 -1.0873 -0.0446 -0.2954
H -3.9570 -0.5472 -1.6541 0.2136
C -0.6242 -0.7536 1.9036 0.4795
N -1.8635 -0.8259 2.2837 -0.5566
N -2.9059 -0.6119 0.1101 -0.4832
C 2.8891 -0.4740 -3.7459 -0.1489
H 1.4609 -0.5363 -5.3698 0.2238
H -4.1651 -1.2090 3.1507 0.2278
H 1.7690 -0.5503 5.9874 0.2062
C 1.8682 -0.4979 -1.5673 0.3630
N 2.1361 -0.4910 -0.2069 -0.4913
H 3.7650 -0.1690 2.1914 0.2361
C -5.3264 -1.2430 1.3436 -0.1683
C 1.6494 -0.4985 2.1654 0.0015
C 2.8718 -0.3291 2.7800 -0.1925
N -0.0925 -0.7714 0.6604 -0.6174
F 3.2942 2.5539 -1.3744 -0.7354
C 2.8916 -0.3545 4.1720 -0.2070
F 2.4207 4.4830 -2.6530 -0.6475
N 0.6339 -0.5217 -2.1110 -0.4639
C -2.9462 -0.8334 1.4453 0.3896
H -0.4368 -0.7665 4.8245 0.2238
C -4.0530 -0.7473 -0.5959 0.0524
H 3.9615 -0.3951 -1.8777 0.2422
H -0.4743 -0.5444 -3.8407 0.2114
Ru -1.1436 -0.3474 -1.0050 0.6200
F 1.1441 3.7684 -0.5450 -0.6957
O -0.9062 1.7548 -1.1300 -0.7213
H -6.2683 -1.4611 1.8307 0.2115
C 3.0089 -0.4636 -2.3794 -0.2118
C 1.6158 -0.5453 -4.3013 -0.2448
C 0.5350 -0.5502 -3.4559 0.0436
C 0.4860 -0.6562 4.2707 -0.1736
H -6.1257 -1.2206 -0.6765 0.2184
S -1.9052 1.4302 -2.2846 0.4641
```

Output
⟨S²⟩ = 0.7579
Lowest unoccupied orbital energy (alpha / beta) = 1.6 / 1.5 eV
Orbital gap (alpha / beta) = 6.68 / 6.56 eV
Total charge = -1
Relative energy (zero: lowest compared OMol25 entry of this formula, charge and spin) = 1.750 eV
2S+1 = 2
E_HOMO (alpha / beta) = -5.08 / -5.01 eV

***

[2]
A single C19H26N2O3S molecule, computed with wB97M-V/def2-TZVPD.

Geometry as XYZ:
```
51
Properties=species:S:1:pos:R:3:nbo_charge:R:1
C -3.3217 2.4762 0.4056 -0.4170
C -0.2370 0.7635 0.3484 0.6891
H -2.1229 1.4222 1.8456 0.2510
C -5.4879 -1.5371 0.0460 -0.6310
C 4.8417 -1.3599 1.4359 -0.2320
C 6.6260 0.1772 0.8799 -0.2181
H -0.6731 2.5984 -0.4390 0.3975
H 1.7447 -1.4335 -3.3189 0.2205
H 6.9029 -1.6836 1.8929 0.2165
C -3.8084 1.1791 -0.2397 -0.0550
C -2.0065 2.2597 1.1551 -0.2366
O -0.4456 -0.0846 1.1904 -0.6405
H -0.4647 -2.1519 -2.2969 0.2208
H -2.4336 -1.6412 1.6805 0.2393
C 4.3934 0.7120 0.2800 -0.1727
H -0.9746 -1.4863 -0.7448 0.2429
C 5.7329 1.0570 0.2887 -0.1506
H 7.6782 0.4182 0.9020 0.2173
C 3.2347 1.4155 -0.3099 0.6728
N 2.1410 0.6612 0.0381 -0.4332
H 0.8936 1.4946 -1.3674 0.2397
C 6.1860 -1.0130 1.4429 -0.1803
C 0.8810 -0.6838 -1.4927 -0.1020
H -5.5223 -2.5810 -0.2531 0.2099
H 1.9197 -0.7185 1.6117 0.2456
H 6.0588 1.9853 -0.1541 0.2296
H -3.4422 -3.0201 1.2042 0.2051
C 3.9514 -0.4868 0.8470 0.0808
C 2.4739 -0.5709 0.6798 -0.1670
H -4.0394 -1.8419 2.3863 0.2073
N -0.9232 1.9169 0.2607 -0.6055
H -4.0712 2.8126 1.1211 0.2189
C -0.5168 -1.2441 -1.7002 -0.6421
H -3.2032 3.2405 -0.3651 0.1990
H 1.0084 0.1672 -3.4755 0.2045
H -1.7435 3.1627 1.7154 0.1963
O 3.1890 2.4354 -0.9623 -0.6034
H -3.0659 0.8264 -0.9742 0.1598
H 2.5721 -0.0175 -2.6694 0.2224
H -5.8931 -0.9300 -0.7608 0.2054
C 0.8968 0.6396 -0.6826 -0.1501
H 4.5023 -2.2893 1.8664 0.2212
C -3.4509 -1.9700 1.4821 -0.6278
S 1.8770 -1.8851 -0.4867 0.1709
H -1.1374 -0.5171 -2.2242 0.2054
O -3.9751 0.2261 0.7746 -0.5536
H -4.7531 1.3615 -0.7767 0.1683
C -4.0469 -1.1283 0.3581 0.1121
H -3.4356 -1.2574 -0.5505 0.1587
C 1.5971 -0.4768 -2.8235 -0.6207
H -6.1065 -1.3993 0.9291 0.2104
```

Output
Lowest unoccupied orbital energy = 0.6 eV
Orbital gap = 9.25 eV
Relative energy (zero: lowest compared OMol25 entry of this formula, charge and spin) = 0.000 eV
E_HOMO = -8.70 eV

***

[3]
C20H42Be2Cl2FKN2O8P as an isolated structure at a distorted geometry, computed with wB97M-V/def2-TZVPD.

Geometry as XYZ:
```
79
Properties=species:S:1:pos:R:3:mulliken_charge:R:1
C 4.0687 4.6390 -2.8229 0.4844
C 3.5643 5.8025 -3.6458 -1.5434
H 5.8146 5.1442 -0.4396 0.0661
H 4.2478 6.0440 -4.4494 0.4164
H 6.8198 2.7170 -1.7019 0.0799
H -6.5089 2.0773 -4.7409 0.2953
H 0.4402 -0.0877 -0.0072 0.2115
H -4.5727 -9.9752 6.0960 0.2931
H -6.5240 -10.5022 4.6512 0.3899
H -0.5301 -6.8324 2.0099 0.2630
F 3.4337 4.7547 -1.5380 -0.3026
H -3.2766 4.0466 0.4201 0.4530
H -2.4757 2.7496 -1.5346 0.4931
H -6.1685 -8.7845 4.5289 0.2660
C -0.1095 -5.8503 1.8134 -1.2565
H -4.6970 -7.8242 6.6365 0.2917
C -2.2722 4.1972 0.0419 -0.3329
O -1.0531 -3.4886 0.1264 -0.5537
H -0.9329 -1.0287 -0.6148 0.2942
O -0.3937 -3.4865 2.2889 -0.3867
C -1.4359 5.1186 0.6582 -0.4259
O 11.9327 3.6706 -2.6588 -0.1343
Cl 13.2670 4.3148 -1.8850 0.0389
C -5.7807 -9.7808 4.3148 -1.0122
O 0.0654 -1.7661 1.0671 -0.3097
H -4.4282 -7.4540 4.1478 0.3059
C -6.7168 2.6332 -3.8331 -1.3618
H 2.5597 5.6109 -4.0124 0.3581
C -0.1520 5.3189 0.1752 -0.6602
H 1.2950 4.7610 -1.3037 0.7331
H 0.9092 -5.8037 2.2191 0.4368
H 0.5002 6.0391 0.6514 0.4186
H 6.0029 5.6009 -2.8500 0.4216
H -2.6909 -7.3336 4.3742 -0.1633
O -4.3273 2.6707 -3.6757 -0.6254
Cl 8.5772 3.8330 -3.2339 -0.5861
H -3.8677 -6.3134 6.2862 0.3887
H 4.9026 3.1516 -0.8880 0.3216
H -5.6713 -9.8719 3.2335 0.2860
Be 3.6878 2.4524 -0.6658 -0.0949
N -5.4417 3.6985 -2.0262 -0.0160
H -7.5169 3.8711 -1.7965 0.3688
C -0.5123 -2.9540 1.0594 0.7607
H -6.6104 3.7376 -0.2851 0.2819
C -3.7890 -7.3981 6.2120 -1.1197
H 6.6545 3.4304 0.2476 0.0790
H -1.0801 -4.9320 3.5053 0.3017
N 12.1168 3.9597 -4.0719 0.8992
H -0.1901 3.1046 -2.3894 0.4368
H -7.3176 2.0125 -3.1678 0.3567
C -0.5387 3.6696 -1.5336 -0.7362
H 3.7319 3.7061 -3.2779 0.2750
O 11.5573 4.9281 -4.4546 -0.3734
H -0.0365 -5.7165 0.7317 0.4999
C -6.6033 4.1618 -1.2907 -0.9242
O 12.7839 3.1639 -4.6560 -0.4532
H -1.9797 -4.7894 1.9996 0.3492
H 3.4925 6.6634 -2.9850 0.3770
C -5.3984 2.9946 -3.1880 0.8916
P 6.3414 3.9400 -1.0875 -0.1266
Be 3.4006 -0.1786 -0.9915 0.2450
H -2.9487 -7.7315 6.8218 0.3165
C -4.4571 -10.0419 5.0100 -0.3264
C -0.9814 -4.7734 2.4338 -0.2855
H -6.5849 5.2487 -1.1993 0.3009
H -4.1232 -11.0555 4.7930 0.3291
H -1.7858 5.6803 1.5142 0.3843
H -4.5278 3.9111 -1.6574 0.0852
H 5.9674 3.9937 -3.5304 0.5314
H 7.6716 4.5712 -1.2878 0.1902
C 5.5831 4.6062 -2.7238 -1.1530
H -7.2820 3.5293 -4.0898 0.3698
C -1.8247 3.4690 -1.0521 -0.4674
O -3.3956 -9.1996 4.5741 -0.4174
C 0.2958 4.5969 -0.9234 -0.3096
C 0.0687 -1.0896 -0.1983 -0.5647
C -3.5948 -7.8104 4.7636 0.1713
K 0.7093 -8.4293 1.7778 1.0105
H 0.7313 -1.6034 -0.8941 0.2047
```

Output
Lowest unoccupied orbital energy = -5.1 eV
Orbital gap = 3.21 eV
Total charge = +1
E_HOMO = -8.28 eV

***

[4]
C19H54InN6O7P4S as an isolated structure at a distorted geometry, computed with wB97M-V/def2-TZVPD.

Geometry as XYZ:
```
92
Properties=species:S:1:pos:R:3:mulliken_charge:R:1
O -3.0581 5.7840 -3.2557 -0.3256
In -2.0090 3.9772 -0.9206 0.7739
O -0.4710 1.1774 3.7965 -0.8782
H 4.7754 -2.5000 -0.0012 0.2265
C -0.9452 -0.5568 0.6961 -0.5565
C -2.0771 5.9884 -4.1357 0.7560
H -5.5806 6.3557 0.4191 0.3918
H 3.1008 -7.7719 -1.2453 0.3270
O 2.2201 -3.9424 0.0155 -0.6507
H 0.4796 -2.8128 -3.0780 0.4143
H -2.8310 1.1172 2.8590 0.2997
C 3.0211 -3.0072 -3.3421 -1.0300
P 2.8386 -4.7388 -1.1247 0.5562
H -2.2632 -1.9707 4.8189 0.3408
P 0.3318 4.0157 0.0604 -0.0206
C -5.5015 4.3234 1.1113 -0.8647
H -5.6549 5.8273 3.2380 0.3445
C 2.6705 -7.2515 -2.1091 -1.0448
H 2.9677 -0.3271 2.1312 0.4052
H 1.6025 -7.1034 -1.9170 0.3258
H 1.0681 2.3387 -1.0706 0.3006
H -1.8006 -0.7141 0.0315 0.4569
H 5.9359 -5.0098 0.7517 0.3874
H -1.9339 6.7332 -1.6810 0.4390
H 4.2687 -4.9518 1.3486 0.2181
H 1.0915 -3.1870 3.7446 0.2473
H -1.8099 1.8341 1.6051 0.2993
H 5.1995 -5.2774 -3.0737 0.2606
N 1.2182 -0.5219 3.2597 0.2925
C 4.6870 -6.1974 -2.8054 -0.9596
H 0.7955 -2.7500 2.0558 0.1097
C 0.9768 -3.0730 -2.1416 -1.0233
H -2.1451 5.8653 -6.3103 0.3296
H -1.4918 4.3921 -5.4605 0.1753
H 2.0443 1.1871 2.2811 0.2797
H -4.9545 2.3534 0.2890 0.1938
C 0.3122 -3.0406 2.9842 -0.8334
C -2.6536 5.9319 -1.8675 -0.6624
H 0.8989 5.5770 1.3926 0.3265
N 4.4992 -4.4929 -0.7136 0.2140
C 1.9610 0.0988 2.1753 -0.9090
H -3.1171 0.7187 1.1804 0.3483
H 0.2878 -3.7003 -1.5797 0.2594
H -1.7611 -3.6116 4.4346 0.3510
C 5.1357 -3.1884 -0.7752 -0.9949
H -4.6498 3.7534 -0.8412 0.2844
H -5.4710 7.4441 2.4243 0.3129
C -4.6311 3.4078 0.2128 -0.3817
N 3.3279 -5.9586 -2.3534 0.0416
H 6.2171 -3.3034 -0.6638 0.4030
C 4.8973 -5.2122 0.4883 -1.0753
H -3.2305 4.7678 -5.4746 0.2648
H -0.3274 0.2357 0.2525 0.1392
H -3.9306 5.8295 0.8357 -0.1604
O 0.8571 5.5676 0.4301 -0.4833
H -3.3460 2.1833 -3.3391 0.0188
H -4.0337 6.5855 2.9172 0.2852
H 3.0266 -0.5319 4.3554 0.3639
H -5.4862 3.9277 2.1335 0.4172
H 1.5194 -0.1247 1.2067 0.1350
H 1.6526 -1.2536 5.1820 0.2788
C -2.2218 5.2063 -5.4426 -0.9197
N -0.7100 -2.0925 3.3883 0.1433
H -3.5629 6.2173 -1.3211 0.1046
S -0.5491 1.7425 -3.6582 -0.4780
H 1.7645 0.5128 5.0322 0.3072
N 2.2327 -3.7778 -2.4049 0.2198
H -0.3892 -1.4955 0.6748 -0.0631
H -0.1550 -4.0124 2.7931 0.4265
H 2.7489 -7.9031 -2.9827 0.3663
C 1.9513 -0.4354 4.5123 -1.1873
O 1.4719 3.2022 -0.8868 -0.5548
P -2.1677 2.0019 -2.5541 0.1324
P -0.4861 -0.3077 3.4609 0.7055
H 2.4268 -2.7693 -4.2283 0.3599
H 3.3572 -2.0577 -2.9095 0.3852
C -4.9809 5.7777 1.1336 0.2695
H 5.3001 -6.7275 -2.0649 0.2977
H -2.3823 0.7859 -1.8390 -0.0514
H 4.6514 -6.8092 -3.7124 0.3927
H -6.5111 4.2797 0.6706 0.2629
H 5.0018 -2.7212 -1.7481 0.2984
C -1.3922 -2.5942 4.5889 -1.0577
C -5.0564 6.4356 2.5565 -1.3381
H 3.8869 -3.5554 -3.7158 0.2247
O -3.2840 3.4675 0.6689 -0.4705
H 4.8157 -6.2950 0.3247 0.2606
H 1.1407 -2.1496 -1.5722 0.3115
C -2.3317 0.9239 1.9116 -1.1058
H -0.7328 -2.5911 5.4659 0.3347
N -1.4026 -0.2044 2.0209 0.2565
O -1.1547 6.7303 -4.0008 -0.5748
```

Output
Lowest unoccupied orbital energy = 1.1 eV
Orbital gap = 4.59 eV
Total charge = -1
E_HOMO = -3.50 eV

***

[5]
A single C5H8O2 molecule, computed with wB97M-V/def2-TZVPD.

Geometry as XYZ:
```
15
Properties=species:S:1:pos:R:3:nbo_charge:R:1
C -0.8108 -0.5517 0.3246 0.2846
O 1.5782 -0.6224 -0.3211 -0.4692
C 0.2102 -0.2470 -0.7399 0.0369
H -0.5318 1.1611 1.4977 0.2252
H 0.4295 1.8865 -0.4466 0.2219
H -1.9616 -1.9880 0.8327 0.4813
H -0.7910 1.4145 -1.6493 0.2275
C 0.2013 1.1803 -1.2495 -0.6261
C 1.9587 -0.3003 0.8786 0.0788
O -1.3871 -1.7686 0.0871 -0.6792
H 2.9927 -0.7278 0.9026 0.0757
H 0.9399 1.3049 -2.0478 0.2206
H -1.7883 -0.0416 2.1361 0.1992
H 0.0385 -0.9367 -1.5668 0.2100
C -1.0785 0.2370 1.3618 -0.4873
```

Output
Lowest unoccupied orbital energy = 0.8 eV
Orbital gap = 9.14 eV
Relative energy (zero: lowest compared OMol25 entry of this formula, charge and spin) = 3.958 eV
E_HOMO = -8.35 eV

***

[6]
C17H18ClFN2O10P2RuS as an isolated structure at a distorted geometry, computed with wB97M-V/def2-TZVPD.

Geometry as XYZ:
```
53
Properties=species:S:1:pos:R:3:nbo_charge:R:1
H 8.2046 1.4667 0.7448 0.2246
C 0.6405 -1.3055 4.1544 0.0158
H -3.7824 -0.9426 -0.9339 0.5087
O 1.2323 3.7016 0.6995 -0.6286
F 5.9385 -3.1346 -0.2546 -0.3058
O -3.5483 -2.0605 2.1737 -0.9777
C 6.5868 0.4139 -0.1779 -0.0299
C 6.5291 3.5391 1.5503 -0.6234
H -5.3101 0.0027 1.9103 0.2372
Cl 0.6431 -2.6289 1.1978 -0.2261
H 5.7376 4.1566 -0.3452 0.2219
H -1.0696 2.4427 1.4714 0.5530
C 2.8359 0.5005 0.1231 0.5150
O -4.2720 -0.2008 -0.5401 -0.7364
N 5.0205 2.2620 0.0889 -0.3271
O -1.1133 0.7767 -0.4774 -1.1061
C 7.7497 1.3681 -0.2439 -0.4305
C 2.6852 1.8697 0.4119 -0.2975
C 4.1892 0.0130 -0.0429 -0.1347
H 6.8068 2.6265 2.0776 0.2168
C 5.2727 0.9095 -0.0478 0.2305
C 6.7764 -0.9461 -0.2470 -0.2204
O -1.4791 -0.5690 2.1268 -0.9881
C 5.6908 -1.8209 -0.2047 0.4009
C -3.5876 0.1821 0.6523 -0.4786
C 1.3786 2.5020 0.8330 0.8004
P -2.5731 -1.2248 1.2316 2.3455
H 8.5175 0.9655 -0.9044 0.2344
C -4.5328 0.7357 1.7005 -0.6311
O 1.8739 -0.3272 -0.0383 -0.6282
H -3.9760 0.9380 2.6147 0.2435
O -2.0794 -1.9848 0.0644 -1.1078
H 8.0812 3.4555 -0.7408 0.2311
C 3.7820 2.6880 0.3416 0.1653
H 7.7760 -1.3533 -0.3333 0.2360
N -0.0305 -2.0676 4.7117 -0.3560
H -3.6924 1.7340 -1.5130 0.5266
H 3.5601 -2.0451 -0.0939 0.2698
H 3.6425 3.7527 0.4862 0.2512
S 1.6258 -0.2075 3.3954 -0.0263
H 6.9301 2.6208 -1.7814 0.2191
H -4.9944 1.6589 1.3488 0.2260
H -3.2008 -2.9543 2.3231 0.5233
C 4.4048 -1.3703 -0.1250 -0.2245
O -3.1196 2.2903 -0.9594 -0.9739
C 7.2739 2.7244 -0.7494 -0.4048
C 6.1254 3.2426 0.1059 -0.0283
Ru 0.2072 -0.4552 1.0567 1.4360
P -2.3329 1.4256 0.1104 2.3743
O -2.0499 2.4300 1.2685 -1.0010
H 5.6995 3.9964 2.0895 0.2276
H 7.3734 4.2282 1.5677 0.2270
O 0.5409 1.7072 1.4150 -0.7683
```

Output
⟨S²⟩ = 6.0252
Lowest unoccupied orbital energy (alpha / beta) = -1.7 / -2.4 eV
Orbital gap (alpha / beta) = 7.00 / 6.19 eV
2S+1 = 5
E_HOMO (alpha / beta) = -8.66 / -8.62 eV